# 1
Computed, not measured: C5H6S2 in the gas phase, with ωB97M-V/def2-TZVPD.

Cartesian coordinates (Å):
C (1.012, 0.477, -0.562)
C (-0.278, 0.350, -1.230)
C (-1.001, -1.033, 0.998)
C (-0.877, 0.334, 1.199)
C (-0.368, 1.096, 0.019)
H (1.140, -1.852, 0.006)
H (1.669, 1.209, -1.235)
H (-0.294, 0.589, -2.376)
H (-1.082, -2.091, 1.689)
H (-0.902, 0.975, 2.100)
H (-0.085, 2.196, 0.069)
S (2.089, -0.914, 0.135)
S (-1.024, -1.336, -0.811)

Calculated values
SMILES string = S[C@@H]1[C@@H]2C=CS[C@H]12
LUMO energy = 0.026 Ha

These are the natural (NBO) partial charges, in e, on atoms 1 to 2: -0.3448 -0.3577

# 2
Computed, not measured: C6H6N2O2 in the gas phase, with ωB97M-V/def2-TZVPD.

Cartesian coordinates (Å):
C (-1.731, -0.770, -0.034)
C (0.497, -0.264, 0.174)
C (1.861, -0.823, 0.062)
C (2.888, 0.017, -0.173)
C (0.252, 1.036, 0.427)
C (-1.019, 1.577, 0.083)
H (-2.535, -2.528, 0.286)
H (1.835, -2.096, -0.134)
H (2.749, 1.183, -0.207)
H (3.916, -0.448, -0.531)
H (1.083, 1.701, 0.576)
H (-3.060, 0.930, -0.379)
N (-0.502, -1.220, 0.051)
N (-2.097, 0.535, -0.076)
O (-2.839, -1.544, -0.014)
O (-1.298, 2.713, -0.112)

Calculated values
SMILES string = C=Cc1cc(=O)[nH]c(O)n1
LUMO energy = 0.002 Ha

These are the natural (NBO) partial charges, in e, on atoms 1 to 2: 0.7380 0.2136

# 3
Computed, not measured: a molecular structure, C40H57BF4KN7O2S2SbSi3, with ωB97M-V/def2-TZVPD.

Cartesian coordinates (Å):
K (15.074, 15.580, 9.586)
C (12.409, 9.763, 13.690)
S (13.996, 12.128, 14.648)
C (14.551, 13.421, 13.636)
S (12.932, 14.150, 11.298)
N (14.682, 14.615, 14.022)
N (14.813, 15.634, 13.140)
C (15.838, 16.399, 13.214)
C (15.824, 17.705, 12.533)
C (16.980, 18.463, 12.362)
C (16.853, 19.708, 11.782)
C (15.597, 20.178, 11.433)
C (14.519, 19.341, 11.636)
N (14.618, 18.137, 12.175)
H (12.848, 9.450, 14.650)
H (11.804, 8.932, 13.317)
H (11.742, 10.617, 13.865)
H (16.680, 16.164, 13.881)
H (17.937, 18.033, 12.627)
H (17.715, 20.314, 11.600)
H (15.445, 21.134, 10.980)
H (13.515, 19.657, 11.364)
C (15.696, 8.102, 9.553)
C (16.984, 8.831, 9.440)
C (18.222, 8.213, 9.404)
C (19.397, 8.958, 9.304)
C (19.343, 10.342, 9.260)
C (18.123, 10.984, 9.295)
C (16.952, 10.236, 9.381)
N (15.677, 10.832, 9.354)
C (15.519, 12.208, 9.133)
N (15.996, 12.613, 7.934)
C (15.553, 13.738, 7.175)
C (14.149, 14.114, 7.157)
C (13.846, 15.064, 6.174)
C (14.807, 15.790, 5.475)
C (16.140, 15.450, 5.547)
C (16.495, 14.374, 6.374)
C (17.930, 13.905, 6.416)
N (15.040, 13.024, 9.996)
C (14.145, 12.689, 11.041)
C (13.186, 11.582, 10.646)
C (12.912, 10.489, 11.329)
C (13.498, 10.131, 12.666)
C (14.497, 11.203, 13.186)
C (14.886, 12.522, 12.421)
C (16.397, 12.546, 12.235)
H (15.814, 7.011, 9.449)
H (14.986, 8.463, 8.799)
H (15.206, 8.275, 10.523)
H (18.279, 7.124, 9.452)
H (20.347, 8.453, 9.248)
H (20.260, 10.928, 9.204)
H (18.040, 12.056, 9.266)
H (15.040, 10.477, 10.046)
H (16.444, 11.900, 7.396)
H (12.814, 15.287, 5.983)
H (14.445, 16.603, 4.849)
H (16.915, 15.990, 5.025)
H (18.541, 14.515, 5.762)
H (18.025, 12.861, 6.078)
H (18.336, 13.957, 7.419)
H (12.769, 11.792, 9.655)
H (12.180, 9.798, 10.920)
H (14.088, 9.217, 12.527)
H (15.429, 10.669, 13.401)
H (16.898, 12.364, 13.191)
H (16.717, 13.500, 11.827)
H (16.711, 11.766, 11.527)
O (13.395, 18.046, 7.039)
C (13.496, 17.477, 7.993)
O (12.027, 14.303, 8.018)
N (13.286, 13.601, 8.079)
C (9.530, 11.620, 9.684)
Si (9.262, 13.292, 8.914)
C (9.345, 13.118, 7.049)
C (7.541, 13.885, 9.399)
Sb (11.047, 14.915, 9.756)
Si (10.437, 17.140, 8.530)
C (8.621, 17.542, 8.914)
C (11.413, 18.559, 9.355)
C (10.546, 17.142, 6.652)
Si (10.302, 15.410, 12.324)
C (11.247, 16.890, 13.035)
C (8.452, 15.833, 12.472)
C (10.507, 13.946, 13.497)
H (8.689, 10.945, 9.478)
H (9.636, 11.701, 10.772)
H (10.456, 11.195, 9.280)
H (8.685, 12.322, 6.686)
H (10.386, 12.922, 6.821)
H (9.067, 14.064, 6.556)
H (6.771, 13.159, 9.062)
H (7.312, 14.866, 8.973)
H (7.480, 13.988, 10.476)
H (8.448, 17.475, 9.982)
H (7.959, 16.824, 8.420)
H (8.356, 18.559, 8.564)
H (10.861, 18.850, 10.254)
H (11.521, 19.414, 8.688)
H (12.412, 18.247, 9.687)
H (9.555, 16.911, 6.256)
H (11.243, 16.374, 6.331)
H (10.877, 18.115, 6.286)
H (10.939, 17.822, 12.532)
H (12.320, 16.773, 12.862)
H (11.072, 16.977, 14.113)
H (8.162, 16.579, 11.741)
H (8.227, 16.237, 13.471)
H (7.803, 14.968, 12.316)
H (11.528, 13.928, 13.877)
H (10.344, 13.014, 12.951)
H (9.783, 14.002, 14.315)
F (18.818, 17.466, 10.224)
B (17.907, 16.880, 9.354)
F (16.709, 17.624, 9.464)
F (18.262, 16.888, 8.016)
F (17.745, 15.541, 9.776)

Calculated values
total charge = -1
LUMO energy = 0.078 Ha

These are the Löwdin partial charges, in e, on atoms 1 to 2: 0.6605 -0.1001

# 4
Computed, not measured: 4 unconnected molecules or ions with the total composition C2H14NO3S, with ωB97M-V/def2-TZVPD.

Cartesian coordinates (Å):
C (1.173, -1.336, -0.515)
C (0.772, -2.808, -0.131)
S (1.554, -3.859, -1.344)
N (0.700, -0.315, 0.515)
H (0.902, -0.983, -1.559)
H (2.366, -1.291, -0.406)
H (-0.258, -3.015, 0.012)
H (1.251, -3.096, 0.943)
H (1.681, -2.920, -2.296)
H (0.557, 0.681, 0.095)
H (1.210, -0.562, 1.447)
H (-0.376, -0.556, 0.679)
H (0.937, 4.211, 0.362)
H (0.650, 3.897, -1.083)
O (0.684, 3.493, -0.244)
H (-1.653, 2.926, 1.112)
H (-2.881, 3.241, 0.116)
O (-2.414, 2.593, 0.561)
H (-2.589, -0.724, 0.979)
H (-2.369, 0.679, 0.225)
O (-1.896, -0.254, 0.531)

Calculated values
2S+1 = 2
expectation value of S² = 0.753
total charge = +2
LUMO energy (alpha / beta) = -0.275 / -0.468 Ha

These are the natural (NBO) partial charges, in e, on atoms 1 to 2: -0.2611 -0.6546

# 5
Computed, not measured: C25H30N4O3S in the gas phase, with ωB97M-V/def2-TZVPD.

Cartesian coordinates (Å):
C (1.932, 2.376, -3.459)
C (0.971, 2.079, -2.357)
C (1.333, 1.267, -1.290)
C (0.466, 0.976, -0.258)
C (-0.820, 1.511, -0.255)
C (-1.209, 2.305, -1.333)
C (-0.327, 2.583, -2.360)
H (-0.647, 3.208, -3.181)
H (-2.213, 2.698, -1.346)
C (-1.768, 1.218, 0.824)
N (-3.013, 1.024, 0.464)
N (-3.918, 0.588, 1.301)
C (-3.614, 0.310, 2.558)
N (-4.574, -0.291, 3.321)
C (-5.911, -0.394, 2.764)
H (-6.086, 0.486, 2.146)
C (-6.094, -1.667, 1.939)
C (-5.774, -2.883, 2.802)
C (-4.370, -2.740, 3.381)
C (-4.238, -1.425, 4.160)
H (-3.217, -1.332, 4.526)
H (-4.924, -1.431, 5.015)
H (-4.140, -3.574, 4.045)
H (-3.641, -2.740, 2.567)
H (-5.843, -3.798, 2.211)
H (-6.498, -2.954, 3.618)
H (-7.118, -1.718, 1.567)
H (-5.419, -1.624, 1.083)
H (-6.610, -0.394, 3.607)
C (-2.367, 0.754, 3.124)
C (-2.135, 0.908, 4.501)
C (-0.942, 1.412, 4.950)
C (0.046, 1.811, 4.044)
C (-0.182, 1.740, 2.694)
C (-1.388, 1.207, 2.207)
H (0.550, 2.118, 1.997)
H (0.978, 2.211, 4.414)
H (-0.769, 1.526, 6.010)
H (-2.921, 0.674, 5.203)
H (0.810, 0.313, 0.521)
S (2.968, 0.555, -1.196)
O (3.977, 1.566, -1.339)
O (3.046, -0.288, -0.033)
N (3.008, -0.379, -2.600)
H (2.427, -1.199, -2.481)
C (4.347, -0.768, -2.998)
H (4.857, -1.314, -2.191)
H (4.898, 0.152, -3.200)
C (4.279, -1.650, -4.249)
H (3.699, -1.123, -5.015)
C (5.684, -2.051, -4.745)
H (5.920, -1.593, -5.702)
H (6.434, -1.740, -4.017)
C (5.616, -3.578, -4.830)
H (6.559, -4.060, -4.587)
C (4.516, -3.893, -3.817)
H (3.998, -4.834, -4.004)
O (3.575, -2.851, -3.969)
H (4.922, -3.902, -2.795)
H (5.300, -3.892, -5.825)
H (2.073, 1.487, -4.072)
H (2.901, 2.638, -3.042)
H (1.566, 3.187, -4.084)

Calculated values
SMILES string = Cc1ccc(-c2nnc(N3CCCCC3)c3ccccc23)cc1S(=O)(=O)NC[C@H]1CCCO1
LUMO energy = 0.006 Ha

These are the natural (NBO) partial charges, in e, on atoms 1 to 2: -0.6594 0.0172

# 6
Computed, not measured: C4H5FS in the gas phase, with ωB97M-V/def2-TZVPD.

Cartesian coordinates (Å):
C (-1.081, -0.209, 0.511)
C (0.225, -0.266, 0.270)
C (2.540, 0.513, -0.184)
C (1.012, 0.967, 0.061)
F (3.128, 1.287, -1.027)
S (3.355, -0.716, 0.451)
H (-1.696, -1.077, 0.623)
H (-1.606, 0.788, 0.520)
H (0.736, -1.179, 0.174)
H (0.758, 1.371, -0.833)
H (0.784, 1.699, 0.919)

Calculated values
SMILES string = C=CCC(F)=S
LUMO energy = 0.000 Ha

These are the natural (NBO) partial charges, in e, on atoms 1 to 2: -0.3819 -0.1849

no.,largest force on an atom (Eh/bohr)
1,0.0869
2,0.0840
3,0.0272
4,0.0866
5,0.0318
6,0.0784